## one
Below is an isolated molecule of C2H4N4O2, with properties calculated with ωB97M-V/def2-TZVPD.

Geometry as ORCA input:
```
! RIJCOSX wB97M-V def2-TZVPD def2/J DEFGRID3
* xyz 0 1
C 1.485 -0.115 0.629
N 0.852 0.336 -0.632
N -0.493 0.057 -0.805
O -0.809 -1.313 -0.585
N -2.043 -1.273 0.117
N -2.424 -0.132 0.298
C -1.458 0.820 -0.132
O -1.452 2.034 -0.089
H 2.518 0.292 0.530
H 1.568 -1.254 0.774
H 0.913 0.277 1.513
H 1.343 0.271 -1.616
*
```

For the HOMO energy, the calculation gives -0.372 Eh. The structure (SMILES) is CNn1onnc1=O. Its LUMO energy is -0.43 eV.

=====

## two
Below is a structure of composition C2H4N4O2, with properties calculated with ωB97M-V/def2-TZVPD.

Geometry as ORCA input:
```
! RIJCOSX wB97M-V def2-TZVPD def2/J DEFGRID3
* xyz 0 1
C -1.442 -0.040 -0.170
C 0.680 -0.673 0.060
H 2.370 1.319 0.529
H 2.167 0.689 -1.002
H -1.297 1.402 1.070
H -3.208 0.655 0.407
N 1.801 1.199 -0.305
N 0.591 0.576 0.365
N -0.644 1.165 -0.073
N -2.620 -0.240 0.085
O -0.469 -1.029 -0.385
O 1.799 -1.307 0.279
*
```

For the HOMO energy, the calculation gives -0.375 Eh. Its LUMO energy is -0.29 eV.

=====

The most stable of them is one.

=====

## one
Below is an isolated molecule of C2H4N4O2, with properties calculated with ωB97M-V/def2-TZVPD.

Geometry as ORCA input:
```
! RIJCOSX wB97M-V def2-TZVPD def2/J DEFGRID3
* xyz 0 1
H 2.871 0.355 0.084
N 2.317 -0.459 0.237
C 1.115 -0.274 -0.063
N 0.148 -1.238 0.174
C -1.073 -0.885 -0.263
O -2.080 -1.523 -0.136
N -1.027 0.601 -0.565
O -1.484 1.107 0.729
N 0.362 0.844 -0.668
H 0.367 -2.251 0.377
H -2.040 1.914 0.445
H 0.523 1.809 -0.352
*
```

For the HOMO energy, the calculation gives -0.360 Eh. The structure (SMILES) is [H]/N=c1/[nH]c(=O)n(O)[nH]1. Its LUMO energy is 0.60 eV.

=====

## two
Below is an isolated molecule of C2H4N4O2, with properties calculated with ωB97M-V/def2-TZVPD.

Geometry as ORCA input:
```
! RIJCOSX wB97M-V def2-TZVPD def2/J DEFGRID3
* xyz 0 1
H 2.182 2.082 0.309
N 1.387 1.659 -0.352
C 1.175 0.369 -0.325
N 1.899 -0.679 0.116
N 1.231 -1.747 -0.128
O 0.038 -1.401 -0.687
N 0.047 -0.136 -1.119
O -1.192 0.288 -0.881
C -1.587 -0.002 0.499
H -2.728 0.145 0.649
H -0.942 0.483 1.273
H -1.510 -1.059 0.646
*
```

For the HOMO energy, the calculation gives -0.356 Eh. The structure (SMILES) is [H]/N=c1\nnon1OC. Its LUMO energy is -1.07 eV.

=====

## three
Below is an isolated molecule of C2H4N4O2, with properties calculated with ωB97M-V/def2-TZVPD.

Geometry as ORCA input:
```
! RIJCOSX wB97M-V def2-TZVPD def2/J DEFGRID3
* xyz 0 1
H -1.157 2.682 0.050
N -0.216 2.165 -0.030
C 0.011 0.817 0.078
C -1.128 -0.284 -0.063
O -2.531 -0.136 0.034
N -0.733 -1.507 -0.008
O 0.715 -1.448 0.013
N 1.068 -0.074 -0.038
N 2.600 0.100 -0.033
H -2.595 0.897 -0.014
H 2.852 0.656 -0.817
H 3.101 0.455 1.076
*
```

For the HOMO energy, the calculation gives -0.332 Eh. The structure (SMILES) is [H]/N=c1\c(O)non1N. Its LUMO energy is 0.24 eV.

=====

The most stable of them is one.

=====

## one
Below is an isolated molecule of C2H4N4O2, with properties calculated with ωB97M-V/def2-TZVPD.

Geometry as ORCA input:
```
! RIJCOSX wB97M-V def2-TZVPD def2/J DEFGRID3
* xyz 0 1
N 2.072 -0.489 -0.761
N 1.129 0.444 -0.550
C -0.073 0.233 0.070
N -0.501 1.387 0.450
N -1.857 1.091 0.793
O -1.986 -0.181 0.669
C -0.886 -0.975 0.168
O -0.908 -2.093 -0.174
H 2.041 -0.778 -1.892
H 1.792 -1.570 -0.214
H 1.315 1.628 -0.275
H -2.136 1.303 1.716
*
```

For the HOMO energy, the calculation gives -0.300 Eh. The structure (SMILES) is NNc1n[nH]oc1=O. Its LUMO energy is 0.20 eV.

=====

## two
Below is an isolated molecule of C2H4N4O2, with properties calculated with ωB97M-V/def2-TZVPD.

Geometry as ORCA input:
```
! RIJCOSX wB97M-V def2-TZVPD def2/J DEFGRID3
* xyz 0 1
N 1.878 -0.681 0.483
C 0.884 0.316 0.106
N 0.700 1.558 0.569
N -0.554 1.967 0.155
C -1.137 0.922 -0.187
O -2.540 0.658 -0.359
N -0.315 -0.136 -0.393
O -0.789 -1.389 -0.482
H 2.517 -0.186 1.099
H 2.315 -0.926 -0.450
H -2.291 -0.311 -0.877
H -0.668 -1.793 0.336
*
```

For the HOMO energy, the calculation gives -0.338 Eh. The structure (SMILES) is Nc1nnc(O)n1O. Its LUMO energy is 0.26 eV.

=====

The most stable of them is two.

=====

## one
Below is a structure of composition C5H6ClNO, with properties calculated with ωB97M-V/def2-TZVPD.

Geometry as ORCA input:
```
! RIJCOSX wB97M-V def2-TZVPD def2/J DEFGRID3
* xyz 0 1
C 2.209 -0.113 0.173
C 0.062 -0.536 -0.115
C -1.093 -1.134 -0.185
C -2.096 -0.094 -0.370
C -1.441 1.088 -0.283
H 2.006 -0.134 1.591
H 2.508 1.046 -0.353
H 3.133 -0.613 -0.231
H -1.164 -2.242 -0.044
H -1.959 2.017 -0.009
H 0.479 1.519 0.078
N -0.087 0.737 -0.072
O 1.177 -1.118 -0.262
Cl -3.735 -0.423 0.083
*
```

For the HOMO energy, the calculation gives -0.295 Eh. Its LUMO energy is 0.32 eV.

=====

## two
Below is a structure of composition C5H6ClNO, with properties calculated with ωB97M-V/def2-TZVPD.

Geometry as ORCA input:
```
! RIJCOSX wB97M-V def2-TZVPD def2/J DEFGRID3
* xyz 0 1
C -0.101 0.226 -1.594
C 0.950 -0.681 -1.286
C -0.912 0.668 -0.516
C 1.469 -0.578 0.014
C -1.141 -0.070 0.618
N 0.726 -0.336 1.090
O -1.850 0.556 1.522
Cl 1.375 0.513 2.399
H -0.266 0.751 -2.540
H 1.586 -1.032 -2.073
H -1.347 1.661 -0.589
H 2.615 -0.559 0.046
H -1.220 -1.173 0.561
H -1.886 0.055 2.347
*
```

For the HOMO energy, the calculation gives -0.289 Eh. Its LUMO energy is 0.66 eV.

=====

The most stable of them is two.